Record 1
13
Properties=species:S:1:pos:R:3:forces:R:3:lowdin_charge:R:1 method="wB97M-V/def2-TZVPD" e_above_lowest_ev=1.208 e_homo_ev=-10.789 smiles=N#CCCCO
O -2.0840 0.5818 0.6746 -0.228 0.246 -0.014 -0.08
C -1.2504 0.0791 -0.3557 0.220 -0.218 -0.221 -0.27
C 0.1859 0.6024 -0.1919 -0.013 0.102 0.011 -0.18
C 1.1417 -0.3358 0.5620 0.005 0.034 0.082 -0.19
C 1.6915 -1.4034 -0.2834 0.288 -0.614 -0.530 -0.23
N 2.1351 -2.2224 -0.9687 -0.443 0.738 0.625 0.14
H -2.2183 1.5267 0.5151 -0.007 -0.278 0.100 0.09
H -1.6489 0.3281 -1.3510 0.079 0.012 0.234 0.12
H -1.2963 -1.0115 -0.2567 0.095 0.158 -0.076 0.12
H 0.0918 1.5013 0.4253 0.127 0.044 -0.180 0.11
H 0.6357 0.8984 -1.1475 -0.123 -0.117 0.162 0.12
H 0.6334 -0.7891 1.4209 0.063 0.054 -0.129 0.13
H 1.9827 0.2443 0.9572 -0.062 -0.160 -0.064 0.12


Record 2
95
Properties=species:S:1:pos:R:3:forces:R:3:lowdin_charge:R:1 method="wB97M-V/def2-TZVPD" spin_multiplicity=6 e_above_lowest_ev=0.000 e_homo_ev="-6.228 / -8.070"
Ir -0.4392 -0.8780 1.4281 0.013 0.245 1.082 1.39
O -2.2224 0.3219 1.7105 0.029 0.058 -0.287 -0.15
C -2.1424 1.4523 2.2944 -0.064 -0.067 0.285 -0.34
C -2.8798 2.5562 1.7699 -0.164 0.101 -0.044 0.00
C -2.9249 3.7531 2.4169 0.056 -0.174 -0.157 -0.07
C -2.2187 3.9510 3.6272 0.135 0.057 0.223 -0.08
C -1.4651 2.9414 4.1444 -0.028 0.262 0.044 -0.04
C -1.3859 1.6754 3.5138 0.127 -0.369 -0.380 -0.13
C -0.6107 0.6759 4.1270 -0.142 0.368 0.430 -0.06
N -0.4364 -0.5281 3.6363 0.065 -0.302 -1.292 -0.10
N 0.1520 -1.4365 4.3789 0.153 0.024 0.915 0.10
C 0.4810 -2.5358 3.6968 0.047 0.072 -0.389 -0.42
O 0.4034 -2.6357 2.4370 -0.424 0.113 -0.073 -0.11
C 0.9763 -3.6953 4.4651 0.097 -0.174 -0.021 -0.15
C 0.8676 -4.9620 3.8931 -0.006 0.068 -0.018 -0.02
C 1.3433 -6.0710 4.5706 0.027 -0.036 0.061 -0.08
C 1.9433 -5.9182 5.8139 0.015 0.021 -0.020 -0.09
C 2.0473 -4.6579 6.3863 0.018 -0.017 0.062 -0.08
C 1.5595 -3.5462 5.7197 -0.079 0.082 -0.023 -0.03
H -3.4018 2.3950 0.8355 -0.003 -0.022 0.011 0.11
H -3.4996 4.5676 1.9961 0.002 0.029 -0.021 0.11
H -2.2732 4.9059 4.1330 0.020 -0.006 -0.016 0.10
H -0.9034 3.0909 5.0593 -0.013 -0.008 -0.005 0.12
H -0.1255 0.9094 5.0743 -0.037 -0.108 0.003 0.14
H 0.3996 -5.0566 2.9221 0.029 -0.020 -0.004 0.11
H 1.2500 -7.0568 4.1340 0.000 0.012 -0.027 0.10
H 2.3384 -6.7806 6.3355 -0.039 -0.011 0.010 0.10
H 2.5107 -4.5438 7.3578 0.010 0.014 -0.011 0.10
H 1.6299 -2.5567 6.1510 0.015 -0.021 0.008 0.11
O -2.0776 -4.9318 0.5150 0.302 0.834 -0.273 0.19
C -1.9701 -4.4134 -0.5246 -0.471 -1.212 0.010 -0.14
O -1.2898 -2.3147 -0.3135 0.127 0.381 0.244 -0.40
C -2.0567 -4.3787 -1.8931 0.372 0.810 -0.313 -0.19
C -2.5797 -5.5313 -2.5708 -0.021 -0.144 0.206 -0.03
C -2.7424 -5.5145 -3.9246 0.028 0.034 -0.005 -0.09
C -2.4066 -4.3852 -4.6965 -0.037 -0.051 -0.173 -0.09
C -1.8763 -3.2659 -4.0756 0.001 0.005 0.118 -0.09
C -1.6761 -3.2418 -2.7070 0.021 -0.144 0.488 -0.22
P -1.0019 -1.8955 -1.7514 -0.230 -0.443 -0.160 0.86
C 0.7891 -1.8142 -2.0159 -0.225 0.070 0.184 -0.25
C 1.5837 -1.6083 -0.8916 -0.080 -0.123 0.015 -0.10
C 2.9624 -1.5946 -0.9867 0.030 0.006 0.032 -0.05
C 3.5616 -1.8081 -2.2203 -0.052 -0.019 0.017 -0.07
C 2.7782 -2.0506 -3.3408 0.088 -0.016 -0.052 -0.08
C 1.3949 -2.0565 -3.2449 -0.088 0.102 -0.046 -0.07
C -1.9013 -0.4168 -2.2338 0.211 -0.237 -0.073 -0.29
C -1.5249 0.3551 -3.3255 0.076 0.004 0.127 -0.08
C -2.3335 1.4082 -3.7227 0.037 0.036 -0.076 -0.08
C -3.5092 1.6759 -3.0353 -0.037 0.032 0.004 -0.07
C -3.8804 0.9005 -1.9445 0.034 0.017 -0.044 -0.07
C -3.0765 -0.1527 -1.5398 0.014 0.065 0.039 -0.06
H -2.8421 -6.4051 -1.9894 -0.025 0.008 -0.010 0.12
H -3.1441 -6.3911 -4.4164 0.000 -0.007 0.023 0.11
H -2.5668 -4.3996 -5.7655 0.021 0.043 0.009 0.10
H -1.6237 -2.3911 -4.6651 -0.026 0.007 -0.004 0.10
H 1.1138 -1.4758 0.0868 0.443 -0.116 -0.329 0.03
H 3.5562 -1.4219 -0.0982 0.018 -0.004 -0.027 0.12
H 4.6401 -1.7978 -2.3068 0.001 -0.008 -0.005 0.11
H 3.2522 -2.2517 -4.2930 -0.021 0.029 -0.016 0.11
H 0.7907 -2.2634 -4.1203 0.026 -0.027 -0.001 0.10
H -0.5890 0.1516 -3.8352 -0.024 0.047 -0.047 0.11
H -2.0470 2.0221 -4.5672 0.007 -0.002 0.007 0.11
H -4.1407 2.4969 -3.3515 0.009 -0.003 0.004 0.10
H -4.7992 1.1142 -1.4139 0.017 0.007 0.025 0.11
H -3.3372 -0.7478 -0.6745 -0.022 -0.006 0.003 0.11
O 2.6540 1.4330 3.0933 -0.100 0.026 -0.081 0.06
C 2.1030 1.6254 2.0321 0.193 -0.038 0.139 -0.53
N 2.3760 2.6555 1.1574 -0.125 0.069 -0.068 0.15
C 1.5004 2.6696 0.0041 0.003 -0.003 -0.023 -0.26
C 0.7029 1.3952 0.3191 0.218 0.030 -0.116 -0.46
O -0.1992 0.8976 -0.3745 -0.095 0.106 -0.075 -0.03
N 1.0932 0.8510 1.4603 -0.372 -0.288 -0.179 0.10
C 0.5571 3.8720 -0.0404 -0.044 0.010 0.028 -0.14
C 0.5628 4.8456 0.9491 0.059 -0.045 -0.020 -0.03
C -0.2414 5.9714 0.8278 -0.100 0.035 0.024 -0.09
C -1.0780 6.1175 -0.2667 -0.012 0.038 0.089 -0.09
C -1.1249 5.1194 -1.2309 -0.041 -0.044 -0.063 -0.07
C -0.3101 4.0054 -1.1229 -0.018 -0.020 0.018 -0.01
C 2.2929 2.6052 -1.3031 -0.001 -0.122 -0.045 -0.13
C 3.1950 3.6329 -1.5688 -0.002 -0.034 0.015 -0.03
C 3.9406 3.6338 -2.7352 0.060 0.105 0.059 -0.08
C 3.7927 2.6105 -3.6611 -0.029 -0.058 -0.036 -0.09
C 2.8950 1.5867 -3.4066 0.037 0.091 -0.038 -0.07
C 2.1486 1.5848 -2.2346 -0.053 0.019 0.065 -0.02
H 3.0534 3.3674 1.3607 0.050 -0.054 0.084 0.15
H 1.1951 4.7328 1.8199 0.022 -0.012 -0.009 0.11
H -0.2150 6.7329 1.5974 0.008 -0.004 -0.010 0.10
H -1.6937 7.0028 -0.3654 -0.011 -0.026 0.002 0.10
H -1.7952 5.2161 -2.0764 0.021 -0.015 -0.002 0.10
H -0.3446 3.2280 -1.8772 0.017 0.020 -0.009 0.11
H 3.3089 4.4435 -0.8570 -0.010 0.029 -0.034 0.12
H 4.6374 4.4403 -2.9266 -0.005 -0.004 0.009 0.10
H 4.3726 2.6183 -4.5752 -0.002 -0.011 0.004 0.10
H 2.7691 0.7805 -4.1189 0.001 0.017 0.015 0.10
H 1.4481 0.7838 -2.0540 -0.052 0.012 0.007 0.08


Record 3
129
Properties=species:S:1:pos:R:3:forces:R:3:lowdin_charge:R:1 method="wB97M-V/def2-TZVPD" total_charge=+1 e_homo_ev=-12.351
C 3.7960 4.3228 3.0374 0.623 0.598 0.671 0.03
N 3.7326 3.9763 1.5770 -2.051 1.221 -0.507 -0.16
C 4.9334 4.2251 0.7228 1.939 0.418 -0.422 -0.14
O 6.0357 3.4270 1.0410 -1.253 -0.519 -0.635 -0.08
N 6.7663 3.9508 2.1664 -0.015 -0.392 1.041 0.03
O 6.9965 3.0749 2.8878 0.468 0.619 -0.257 0.13
C 2.7543 5.0093 1.0516 -1.973 1.700 -1.701 -0.08
C 1.3067 4.4183 1.0557 1.245 -0.336 1.022 -0.17
C 0.3330 5.1963 0.1566 1.205 0.144 -0.975 -0.11
O -0.9628 4.5913 0.0347 0.577 0.386 0.946 0.06
C -1.6544 4.4934 1.2055 -1.337 0.174 -1.627 -0.69
F -1.5500 3.2324 1.6684 0.138 0.549 0.643 0.16
F -1.3239 5.4058 2.1204 0.305 -0.660 0.142 0.18
F -2.9558 4.7035 0.9126 0.514 -0.279 0.286 0.16
C 1.6658 2.9266 0.6057 -1.098 2.877 0.694 -0.27
O 1.8866 2.9839 -0.7735 0.037 -0.745 0.275 -0.01
C 2.9492 2.6880 1.4330 -0.734 -2.698 0.672 -0.21
C 3.6754 1.3847 1.0174 -0.053 -0.162 -0.028 -0.12
P 2.7586 -0.0732 1.7327 -0.867 -0.723 0.772 0.52
O 1.2920 0.1321 1.7071 0.290 0.567 -0.219 -0.28
O 3.2614 -0.3929 3.2822 0.365 1.114 -6.345 -0.21
O 3.1723 -1.3545 0.8501 0.575 0.828 0.867 -0.12
H 2.7812 4.5568 3.3959 0.322 -0.284 -0.385 0.12
H 4.1835 3.5149 3.6713 0.235 0.205 -0.509 0.12
H 4.3697 5.2593 3.1311 0.060 -0.557 0.100 0.12
H 4.6854 4.0811 -0.3403 -0.180 -0.380 0.571 0.17
H 5.2274 5.2867 0.8299 -0.399 -0.304 0.249 0.16
H 2.8849 5.2447 -0.0244 0.702 -0.582 0.426 0.15
H 2.8846 5.9960 1.5271 0.048 -0.681 0.303 0.15
H 0.9284 4.4145 2.0944 0.071 -0.209 -0.359 0.14
H 0.2536 6.2662 0.4174 -0.098 -0.530 0.273 0.15
H 0.7633 5.1834 -0.8610 -0.450 -0.137 0.327 0.14
H 0.7741 2.3791 0.9417 0.879 -0.768 -0.334 0.14
H 1.3977 2.2756 -1.2298 0.331 0.151 -0.252 0.05
H 2.6140 2.4952 2.4692 -0.111 0.285 -0.476 0.14
H 4.7118 1.2957 1.3751 -0.257 0.217 -0.333 0.10
H 3.6082 1.2804 -0.0823 0.374 0.023 0.448 0.11
H 2.9368 0.3438 3.8118 -0.046 -0.331 0.375 0.03
H 2.8129 -1.2867 -0.0489 0.022 -0.139 0.089 0.08
C 0.7443 3.6307 -4.7547 -0.034 0.002 0.049 -0.10
C 1.0500 2.4958 -3.8969 -0.018 0.077 -0.051 -0.23
N 1.2915 1.6059 -3.2120 -0.084 -0.002 0.239 0.14
H -0.2897 3.6100 -5.0879 0.012 -0.214 0.083 0.07
H 0.9017 4.5726 -4.2320 0.112 -0.084 0.078 0.04
H 1.3736 3.6428 -5.6401 0.065 -0.141 0.085 0.07
C -0.1147 7.9012 -5.6076 -0.403 0.411 -0.150 -0.08
C 0.9788 7.3069 -4.8549 -0.057 0.022 -0.065 -0.28
N 1.8354 6.8380 -4.2512 -0.053 0.006 0.093 0.12
H 0.2511 8.5814 -6.3765 0.188 -0.048 0.081 0.09
H -0.7142 7.1435 -6.1029 0.155 -0.147 0.115 0.04
H -0.7771 8.4717 -4.9562 0.156 -0.011 0.132 0.09
C 1.2259 -4.1585 0.3304 -0.033 0.124 -0.142 -0.10
C 1.6387 -3.8138 -1.0289 -0.039 0.078 0.236 -0.26
N 1.9676 -3.5286 -2.0930 0.006 0.036 0.070 0.15
H 1.2090 -3.2764 0.9700 0.048 0.069 -0.135 0.07
H 0.2306 -4.5955 0.3500 0.057 -0.056 -0.185 0.04
H 1.9029 -4.8760 0.7857 0.068 -0.021 -0.208 0.08
C -1.1343 0.5263 -0.7109 0.317 0.443 0.252 -0.08
C -2.0034 -0.4531 -1.3399 0.137 0.108 0.011 -0.24
N -2.6830 -1.2321 -1.8348 -0.103 -0.099 0.008 0.16
H -1.4445 0.7320 0.3140 -0.060 -0.163 -0.008 0.07
H -0.1027 0.1762 -0.6731 -0.082 -0.171 -0.025 0.06
H -1.1392 1.4743 -1.2519 -0.141 -0.108 -0.159 0.08
C -1.3195 4.9510 -9.2322 -0.205 -0.037 -0.379 -0.05
C -0.6074 5.0381 -7.9656 0.002 -0.052 -0.084 -0.20
N -0.0440 5.1069 -6.9670 -0.196 0.149 -0.474 0.16
H -0.6456 5.1009 -10.0750 0.119 0.015 0.132 0.09
H -1.7896 3.9758 -9.3549 0.071 -0.025 0.154 0.09
H -2.1030 5.7055 -9.2979 0.058 0.036 0.155 0.09
C 1.0299 -4.3629 4.8679 0.096 0.224 0.426 -0.06
C 0.6599 -4.9446 3.5859 -0.033 0.045 0.095 -0.23
N 0.3683 -5.3941 2.5704 -0.101 -0.146 0.526 0.15
H 1.9390 -3.7662 4.7886 0.017 -0.073 -0.180 0.08
H 0.2440 -3.7108 5.2496 -0.119 -0.064 -0.187 0.09
H 1.2116 -5.1282 5.6207 -0.011 -0.093 -0.128 0.05
C -4.5261 1.9541 0.7755 0.331 -0.030 0.208 -0.07
C -5.7514 1.7239 0.0204 0.024 0.004 0.033 -0.24
N -6.7194 1.5425 -0.5692 0.095 0.017 0.061 0.15
H -3.7387 2.3619 0.1436 -0.162 0.001 -0.150 0.06
H -4.6872 2.6572 1.5916 -0.165 0.008 -0.076 0.08
H -4.1504 1.0275 1.2108 -0.169 -0.080 -0.073 0.09
C 2.6323 -8.2238 6.2218 -0.106 -0.374 -0.136 -0.06
C 3.0463 -6.9153 6.7102 0.036 -0.087 0.015 -0.28
N 3.3732 -5.8845 7.0952 -0.092 0.044 -0.050 0.13
H 2.5943 -8.9531 7.0302 0.046 0.138 0.091 0.09
H 1.6419 -8.1825 5.7684 0.015 0.151 0.038 0.08
H 3.3236 -8.6014 5.4692 0.075 0.149 0.032 0.09
C -10.0923 0.9753 0.6366 0.382 0.114 0.202 -0.09
C -11.3202 0.7449 -0.1117 0.062 0.002 0.056 -0.28
N -12.2874 0.5635 -0.7010 -0.007 0.012 -0.002 0.13
H -9.3077 1.3850 0.0006 -0.106 -0.050 -0.122 0.04
H -10.2513 1.6790 1.4536 -0.183 -0.008 -0.059 0.08
H -9.7114 0.0515 1.0713 -0.140 -0.072 -0.092 0.08
C -2.3503 -4.7136 -1.3950 -0.054 0.430 -0.160 -0.08
C -2.0867 -5.8589 -0.5355 -0.050 0.031 -0.112 -0.30
N -1.8733 -6.7641 0.1382 0.025 0.009 0.012 0.14
H -3.3683 -4.7286 -1.7831 0.009 -0.147 0.052 0.09
H -2.2203 -3.7717 -0.8610 -0.002 -0.097 0.125 0.05
H -1.6766 -4.6980 -2.2501 -0.013 -0.117 0.020 0.04
C 2.4646 -1.6144 7.6990 -0.079 -0.208 0.367 -0.05
C 2.8206 -1.1852 6.3536 0.032 -0.019 -0.159 -0.18
N 3.1015 -0.8453 5.2881 -0.328 -0.609 4.146 0.14
H 2.4835 -0.7784 8.3974 0.045 0.092 -0.149 0.09
H 1.4636 -2.0446 7.7267 0.015 0.029 -0.154 0.09
H 3.1582 -2.3695 8.0689 0.059 -0.004 -0.174 0.09
C -4.3077 -5.1830 2.3617 0.044 -0.149 -0.405 -0.08
C -4.5617 -4.7472 3.7281 -0.009 -0.012 -0.088 -0.29
N -4.7618 -4.4010 4.8036 0.049 0.033 0.007 0.12
H -5.1718 -5.0098 1.7204 -0.081 0.057 0.165 0.08
H -3.4638 -4.6489 1.9261 0.037 0.026 0.162 0.06
H -4.0767 -6.2468 2.3184 0.028 0.027 0.137 0.08
C 5.1331 -4.2893 -3.1236 -0.302 -0.095 -0.245 -0.08
C 6.3406 -4.1839 -2.3159 -0.053 -0.024 -0.067 -0.29
N 7.2900 -4.1008 -1.6769 -0.014 0.035 0.028 0.12
H 4.2536 -4.4573 -2.5049 0.094 0.061 0.098 0.03
H 4.9572 -3.3807 -3.6981 0.105 0.048 0.090 0.08
H 5.1980 -5.1153 -3.8318 0.185 -0.012 0.069 0.08
C -5.9424 -0.8847 -3.0660 0.294 0.255 0.180 -0.09
C -6.7713 -1.8821 -3.7284 0.040 0.071 0.031 -0.28
N -7.4229 -2.6691 -4.2502 0.009 -0.016 0.004 0.12
H -6.2842 -0.6908 -2.0500 -0.156 -0.080 -0.066 0.05
H -4.9033 -1.2062 -3.0037 -0.062 -0.169 -0.078 0.04
H -5.9574 0.0647 -3.6009 -0.158 -0.075 -0.085 0.08
C 0.7854 -6.8290 -3.0548 0.387 -0.242 0.276 -0.07
C -0.2644 -6.2142 -3.8550 0.119 -0.074 0.070 -0.28
N -1.1007 -5.7222 -4.4675 0.008 0.016 -0.008 0.14
H 0.4096 -7.1558 -2.0839 -0.203 0.057 -0.076 0.08
H 1.2075 -7.7035 -3.5492 -0.149 0.036 -0.136 0.08
H 1.6021 -6.1322 -2.8679 -0.121 0.146 -0.142 0.05